ORCA calculation (the ωB97M-V functional and the def2-TZVPD basis) on the molecule C12H9F2N5 in a non-equilibrium geometry.

Calculated values
SMILES: Cc1cc(Nc2ccc(F)cc2F)n2ncnc2n1
E_tot, hartree: -935.90751
Gap between HOMO and LUMO, Eh: 0.26694

Atoms and positions in Å:
1 C -3.2723 2.0757 -0.8536
2 C -1.9374 1.6182 -1.3910
3 C -1.0638 0.8271 -0.4189
4 C 0.1367 0.3153 -0.7584
5 N 1.0268 -0.3978 0.0009
6 C 1.1435 -1.0643 0.9897
7 C -0.2579 -1.5175 1.5909
8 C -0.2227 -2.3867 2.6946
9 C 1.0161 -2.3283 3.6095
10 F 0.9023 -3.1819 4.6535
11 C 2.2990 -1.7955 3.0289
12 C 2.2264 -1.0979 1.9529
13 F 3.1661 -0.5994 1.3815
14 N 0.4953 0.6940 -2.0401
15 N 1.8814 0.6846 -2.5139
16 C 1.6331 1.1953 -3.7523
17 N 0.4647 1.6312 -4.1306
18 C -0.3006 1.5386 -2.9207
19 N -1.6574 1.9455 -2.5887
20 H -3.5770 1.6452 0.0715
21 H -3.8322 1.6079 -1.6447
22 H -3.4987 3.0658 -0.8529
23 H -1.6156 0.6039 0.7474
24 H 2.0446 -0.0957 -0.3353
25 H -1.1606 -1.4534 1.0242
26 H -1.1533 -2.6538 3.2943
27 H 3.0316 -1.8745 3.7594
28 H 2.0821 0.9984 -4.5980